(w)
Entry from the OMol25 dataset: 2 unconnected molecules or ions with the total composition C5H13NO (wB97M-V/def2-TZVPD).

Cartesian coordinates (Å):
C (-0.654, -0.496, 1.311)
N (2.190, -0.127, 1.093)
C (1.450, 0.309, 0.086)
C (0.080, -0.029, 0.086)
C (-0.618, -0.316, -1.186)
C (2.193, 0.732, -1.150)
H (-0.861, 0.338, 1.984)
H (-1.584, -0.950, 0.984)
H (-0.055, -1.276, 1.788)
H (1.752, -0.730, 1.781)
H (3.005, 0.326, 1.489)
H (-1.639, 0.043, -1.230)
H (-0.065, 0.002, -2.067)
H (-0.645, -1.406, -1.300)
H (1.958, 1.765, -1.426)
H (2.103, 0.072, -2.001)
H (3.238, 0.765, -0.839)
H (-3.579, 0.628, -0.436)
H (-4.483, -0.156, 0.532)
O (-3.786, 0.507, 0.500)

Results
* charge: +1
* HOMO-LUMO gap (alpha / beta): 0.381 / 0.303 hartree
* lowest unoccupied orbital energy (alpha / beta): -3.391 / -6.473 eV
* ⟨S²⟩: 0.756
* multiplicity: 2

(x)
Entry from the OMol25 dataset: 2 unconnected molecules or ions with the total composition C5H13NO (wB97M-V/def2-TZVPD).

Cartesian coordinates (Å):
C (2.267, 0.443, 3.328)
C (2.668, 0.460, 1.759)
H (1.444, -0.354, 3.346)
H (3.112, 0.408, 3.994)
H (1.800, 1.379, 3.661)
H (2.773, -0.512, 1.350)
H (3.598, 1.167, 1.769)
H (1.907, 1.090, 1.228)
C (-1.773, -0.221, -0.384)
C (-2.638, -1.392, -0.798)
C (-0.623, 0.022, -1.400)
O (-0.864, -0.123, -2.554)
N (0.458, 0.725, -0.912)
H (-2.253, 0.713, -0.060)
H (-1.302, -0.584, 0.524)
H (-2.212, -1.769, -1.753)
H (-3.603, -1.051, -0.935)
H (1.217, 1.125, -1.380)
H (0.513, 0.715, 0.093)
H (-2.693, -2.285, -0.061)

Results
* charge: +1
* HOMO-LUMO gap (alpha / beta): 0.372 / 0.187 hartree
* lowest unoccupied orbital energy (alpha / beta): -4.433 / -9.471 eV
* ⟨S²⟩: 0.756
* multiplicity: 2

Stability, lowest: (x)

(w)
Entry from the OMol25 dataset: a single C2ClF3O3S molecule (wB97M-V/def2-TZVPD).

Cartesian coordinates (Å):
C (-0.580, 0.952, -0.501)
C (-0.899, -0.594, -0.625)
O (-0.678, 1.534, -1.538)
O (2.456, -0.306, 1.306)
O (0.038, 1.055, 0.685)
F (-2.230, -1.245, -0.968)
F (0.094, -1.245, -1.310)
F (-0.529, -1.112, 0.675)
S (1.333, 0.111, 1.971)
Cl (2.114, 1.680, 3.019)

Results
* HOMO-LUMO gap: 0.320 hartree
* lowest unoccupied orbital energy: -2.533 eV

(x)
Entry from the OMol25 dataset: a single C2ClF3O3S molecule (wB97M-V/def2-TZVPD).

Cartesian coordinates (Å):
C (-2.167, -0.137, 0.187)
C (1.642, 0.590, 0.031)
O (0.567, -1.845, -0.811)
O (-0.957, 0.269, -0.172)
O (-2.402, -1.148, 0.759)
F (2.760, 0.065, 0.537)
F (1.755, 0.856, -1.286)
F (1.317, 1.707, 0.694)
S (0.304, -0.911, 0.255)
Cl (-3.373, 0.909, -0.401)

Results
* HOMO-LUMO gap: 0.403 hartree
* lowest unoccupied orbital energy: -0.064 eV

Stability, lowest: (w)

(w)
Entry from the OMol25 dataset: a molecular structure, C41H28BaCl2IN7O4S (wB97M-V/def2-TZVPD).

Cartesian coordinates (Å):
Ba (-1.493, 0.173, -0.705)
Cl (-7.164, -4.621, -0.818)
C (-6.215, -3.189, -0.512)
C (-4.842, -3.270, -0.577)
C (-4.031, -2.160, -0.342)
N (-2.645, -2.265, -0.294)
C (-2.070, -3.299, -0.890)
O (-2.508, -4.054, -1.764)
C (-0.687, -3.656, -0.377)
C (-0.353, -5.011, -0.403)
C (0.865, -5.410, 0.094)
C (1.725, -4.442, 0.584)
C (1.309, -3.125, 0.543)
N (0.141, -2.732, 0.077)
C (-4.658, -0.934, 0.007)
C (-6.048, -0.880, 0.039)
C (-6.824, -1.990, -0.219)
Cl (-8.560, -1.848, -0.168)
N (-3.922, 0.225, 0.238)
C (-4.284, 0.953, 1.275)
O (-5.024, 0.654, 2.212)
C (-3.735, 2.367, 1.276)
C (-4.061, 3.190, 2.352)
C (-3.679, 4.513, 2.312)
C (-2.987, 4.971, 1.204)
C (-2.675, 4.062, 0.203)
N (-3.031, 2.793, 0.239)
H (-4.382, -4.211, -0.842)
H (-1.063, -5.705, -0.827)
H (1.147, -6.454, 0.093)
H (2.702, -4.691, 0.970)
H (1.967, -2.343, 0.879)
H (-6.526, 0.052, 0.300)
H (-4.622, 2.761, 3.168)
H (-3.923, 5.183, 3.129)
H (-2.670, 6.000, 1.119)
H (-2.098, 4.351, -0.656)
C (0.567, -2.795, -3.588)
C (1.698, -2.201, -2.825)
N (2.881, -2.752, -2.949)
C (3.914, -2.200, -2.318)
C (3.834, -1.069, -1.516)
C (5.104, -0.450, -0.985)
O (5.784, -1.247, -0.036)
C (2.582, -0.495, -1.337)
C (2.277, 0.727, -0.567)
N (2.466, 1.022, 0.643)
C (3.068, 0.259, 1.608)
C (4.460, 0.266, 1.736)
C (5.095, -0.392, 2.766)
C (4.357, -1.068, 3.720)
C (2.975, -1.049, 3.640)
C (2.323, -0.380, 2.611)
I (0.230, -0.395, 2.627)
C (1.466, -1.051, -2.016)
O (0.300, -0.560, -1.870)
H (0.865, -3.758, -3.993)
H (0.288, -2.136, -4.406)
H (-0.318, -2.919, -2.970)
H (4.871, -2.675, -2.471)
H (4.889, 0.549, -0.563)
H (5.821, -0.311, -1.809)
H (5.155, -1.423, 0.678)
H (1.744, 1.480, -1.146)
H (5.042, 0.821, 1.014)
H (6.171, -0.371, 2.815)
H (4.843, -1.595, 4.522)
H (2.384, -1.562, 4.380)
S (0.747, 4.774, -2.717)
C (-0.075, 3.903, -3.945)
C (-0.683, 2.785, -3.459)
C (-0.555, 2.559, -2.051)
C (0.203, 3.566, -1.545)
C (0.590, 3.716, -0.160)
C (1.599, 4.597, 0.245)
C (1.908, 4.696, 1.581)
C (1.211, 3.909, 2.491)
C (0.251, 3.049, 1.986)
N (-0.052, 2.945, 0.713)
H (-0.064, 4.257, -4.958)
H (-1.228, 2.126, -4.116)
H (2.140, 5.177, -0.490)
H (2.687, 5.367, 1.910)
H (1.413, 3.945, 3.553)
H (-0.303, 2.399, 2.648)

Results
* charge: -2
* HOMO-LUMO gap: 0.214 hartree
* lowest unoccupied orbital energy: 3.715 eV

(x)
Entry from the OMol25 dataset: a molecular structure, C41H28BaCl2IN7O4S (wB97M-V/def2-TZVPD).

Cartesian coordinates (Å):
Ba (0.708, -0.566, 0.109)
Cl (7.352, -3.489, 2.104)
C (5.638, -3.356, 1.788)
C (5.180, -2.305, 1.015)
C (3.824, -2.114, 0.716)
N (3.374, -0.993, -0.005)
C (4.200, -0.222, -0.705)
O (5.420, -0.337, -0.924)
C (3.569, 1.026, -1.343)
C (4.431, 2.029, -1.790)
C (3.898, 3.162, -2.370)
C (2.522, 3.268, -2.523)
C (1.740, 2.219, -2.074)
N (2.253, 1.140, -1.491)
C (2.892, -3.074, 1.236)
C (3.396, -4.129, 2.001)
C (4.739, -4.276, 2.287)
Cl (5.255, -5.628, 3.268)
N (1.502, -2.921, 1.088)
C (0.696, -3.976, 1.037)
O (0.977, -5.186, 0.995)
C (-0.814, -3.668, 1.041)
C (-1.675, -4.758, 0.927)
C (-3.040, -4.551, 0.971)
C (-3.522, -3.263, 1.147)
C (-2.600, -2.237, 1.257)
N (-1.283, -2.427, 1.196)
H (5.890, -1.601, 0.615)
H (5.494, 1.883, -1.666)
H (4.549, 3.960, -2.709)
H (2.069, 4.138, -2.980)
H (0.660, 2.226, -2.180)
H (2.701, -4.863, 2.377)
H (-1.234, -5.736, 0.803)
H (-3.724, -5.386, 0.871)
H (-4.581, -3.046, 1.187)
H (-2.930, -1.213, 1.392)
C (2.710, 3.214, 1.934)
C (1.496, 3.194, 2.811)
N (1.392, 4.060, 3.800)
C (0.303, 4.022, 4.584)
C (-0.745, 3.140, 4.406)
C (-1.866, 3.157, 5.415)
O (-2.593, 4.384, 5.439)
C (-0.665, 2.233, 3.340)
C (-1.648, 1.190, 2.989)
N (-2.914, 1.250, 2.850)
C (-3.667, 2.421, 3.012)
C (-4.682, 2.398, 3.977)
C (-5.524, 3.474, 4.174)
C (-5.393, 4.609, 3.384)
C (-4.429, 4.637, 2.391)
C (-3.574, 3.556, 2.191)
I (-2.246, 3.649, 0.586)
C (0.485, 2.226, 2.517)
O (0.598, 1.440, 1.504)
H (3.395, 3.990, 2.272)
H (2.429, 3.393, 0.893)
H (3.213, 2.243, 1.946)
H (0.271, 4.733, 5.403)
H (-1.447, 3.059, 6.419)
H (-2.539, 2.309, 5.259)
H (-2.898, 4.555, 4.539)
H (-1.221, 0.203, 2.803)
H (-4.775, 1.503, 4.578)
H (-6.279, 3.431, 4.948)
H (-6.045, 5.462, 3.528)
H (-4.334, 5.503, 1.750)
S (-1.952, -1.804, -4.584)
C (-0.245, -1.874, -4.692)
C (0.349, -1.426, -3.548)
C (-0.544, -0.968, -2.512)
C (-1.827, -1.129, -2.955)
C (-3.056, -0.873, -2.197)
C (-4.284, -1.443, -2.576)
C (-5.416, -1.201, -1.828)
C (-5.320, -0.398, -0.699)
C (-4.071, 0.117, -0.390)
N (-2.971, -0.100, -1.102)
H (0.227, -2.245, -5.591)
H (1.431, -1.414, -3.452)
H (-4.324, -2.090, -3.442)
H (-6.364, -1.644, -2.114)
H (-6.176, -0.181, -0.072)
H (-3.943, 0.733, 0.495)

Results
* charge: -2
* HOMO-LUMO gap: 0.215 hartree
* lowest unoccupied orbital energy: 3.557 eV

Stability, lowest: (w)

(w)
Entry from the OMol25 dataset: a single C3H5P molecule (wB97M-V/def2-TZVPD).

Cartesian coordinates (Å):
C (-0.760, -0.594, -0.269)
C (0.149, 0.675, -0.064)
C (0.723, 1.197, 0.972)
P (1.753, 1.758, 2.124)
H (-0.702, -1.195, 0.603)
H (-1.874, -0.440, -0.519)
H (-0.257, -1.315, -1.055)
H (0.183, 1.198, -1.132)
H (2.808, 0.767, 1.826)

Results
* SMILES string: CC=C=P
* HOMO-LUMO gap: 0.346 hartree
* lowest unoccupied orbital energy: 0.208 eV

(x)
Entry from the OMol25 dataset: a single C3H5P molecule (wB97M-V/def2-TZVPD).

Cartesian coordinates (Å):
P (-2.305, 0.035, 0.058)
C (-0.684, -0.219, -0.054)
C (0.569, -0.990, 0.041)
C (0.770, 0.536, 0.046)
H (-2.213, 1.491, -0.061)
H (0.650, -1.580, 0.970)
H (0.965, -1.430, -0.762)
H (1.090, 0.889, -0.947)
H (1.159, 1.268, 0.710)

Results
* SMILES string: P=C1CC1
* HOMO-LUMO gap: 0.353 hartree
* lowest unoccupied orbital energy: 0.490 eV

Stability, lowest: (x)

(w)
Entry from the OMol25 dataset: 2 unconnected molecules or ions with the total composition C2H3IOS (wB97M-V/def2-TZVPD).

Cartesian coordinates (Å):
C (1.618, -0.422, 0.661)
C (-1.160, 0.120, -0.330)
O (-0.639, -0.478, 0.796)
S (2.200, -1.789, 0.237)
I (1.810, 1.619, 0.580)
H (-2.069, 0.538, -0.142)
H (-1.325, -0.468, -1.215)
H (-0.436, 0.881, -0.586)

Results
* HOMO-LUMO gap (alpha / beta): 0.257 / 0.256 hartree
* lowest unoccupied orbital energy (alpha / beta): -1.572 / -1.573 eV

(x)
Entry from the OMol25 dataset: 2 unconnected molecules or ions with the total composition C2H3IOS (wB97M-V/def2-TZVPD).

Cartesian coordinates (Å):
C (1.876, -0.357, -0.044)
C (-1.317, 0.129, -0.049)
O (-0.553, -0.930, -0.406)
S (2.552, -1.732, 0.102)
I (2.241, 1.632, 0.145)
H (-1.779, 0.642, -0.928)
H (-0.736, 0.873, 0.577)
H (-2.284, -0.258, 0.602)

Results
* HOMO-LUMO gap (alpha / beta): 0.229 / 0.229 hartree
* lowest unoccupied orbital energy (alpha / beta): -1.896 / -1.896 eV

Stability, lowest: (x)